# 1
The following is a DFT calculation (ωB97M-V/def2-TZVPD) of an isolated molecule of C3H6ClFS at a distorted geometry.

The geometry in XYZ format:
```
12
Properties=species:S:1:pos:R:3:forces:R:3
C 0.386 1.699 -0.364 2.5 -1.5 0.9
C 0.369 0.203 0.149 0.7 0.5 -1.8
C -0.600 -0.801 -0.463 1.3 0.3 0.8
H 1.001 1.755 -1.274 -0.9 -0.4 -0.3
H -0.605 2.121 -0.466 0.1 0.3 0.4
H 1.179 2.174 0.283 -1.6 0.1 0.1
H -0.359 -1.687 0.206 -0.5 0.4 -1.8
H -0.462 -0.762 -1.579 0.0 -1.1 1.3
H -2.193 0.265 -1.264 -1.0 1.1 -1.6
F 0.153 0.091 1.473 0.5 0.6 0.8
S -2.234 -0.180 -0.066 -0.6 -0.7 0.9
Cl 2.052 -0.494 -0.238 -0.4 0.3 0.4
```
Positions in Å, forces in eV/Å.

Values from the calculation:
Energy above the lowest of the compared OMol25 structures with the same formula, charge and spin in eV: 0.697
Spin multiplicity: 1
Structure (SMILES): C[C@](F)(Cl)CS
Gap between HOMO and LUMO in eV: 10.20
Charge: 0

# 2
The following is a DFT calculation (ωB97M-V/def2-TZVPD) of a cluster of 2 separate species, C3H6ClIO in total at a distorted geometry.

The geometry in XYZ format:
```
12
Properties=species:S:1:pos:R:3:forces:R:3
C -1.717 -0.037 -0.155 3.2 0.9 0.7
C 1.055 -0.722 -0.493 -4.1 0.6 0.3
C 0.347 0.389 0.188 -3.6 -1.8 -1.5
O 0.540 0.400 1.526 0.4 0.3 0.7
Cl 0.582 1.968 -0.578 0.2 0.2 -0.1
I 3.210 -0.527 -0.269 4.3 0.3 0.4
H -1.749 -0.458 -1.142 0.0 -0.1 -0.3
H -1.923 -0.735 0.637 -0.1 -0.2 0.2
H -2.184 0.924 -0.051 -0.3 0.3 0.0
H 0.854 -0.741 -1.559 0.0 0.0 -0.1
H 0.793 -1.670 -0.030 0.1 -0.2 0.0
H 0.191 1.210 1.927 0.0 -0.3 -0.2
```
Positions in Å, forces in eV/Å.

Values from the calculation:
Energy above the lowest of the compared OMol25 structures with the same formula, charge and spin in eV: 0.000
Spin multiplicity: 3
Gap between HOMO and LUMO (spin up / spin down) in eV: 5.89 / 5.07
Charge: 0
Expectation value of S²: 2.020

# 3
The following is a DFT calculation (ωB97M-V/def2-TZVPD) of an isolated molecule of C3H6ClN at a distorted geometry.

The geometry in XYZ format:
```
11
Properties=species:S:1:pos:R:3:forces:R:3
C -0.509 0.395 1.795 0.5 -1.3 -1.6
C -0.777 -0.086 0.577 0.7 1.2 -0.2
C 0.400 -0.547 -0.545 -3.0 2.5 0.7
N 0.189 0.246 -1.754 1.1 1.3 0.9
Cl 2.076 -0.536 0.063 -0.3 0.0 0.2
H -1.136 0.875 2.484 -1.5 0.3 0.4
H 0.435 0.230 2.205 1.8 0.1 0.4
H -1.867 0.033 0.305 1.5 -0.4 -0.8
H 0.106 -1.511 -0.736 -0.1 -2.5 -0.6
H 0.830 1.067 -1.712 -1.0 -0.8 -0.2
H 0.254 -0.166 -2.683 0.3 -0.5 0.8
```
Positions in Å, forces in eV/Å.

Values from the calculation:
Energy above the lowest of the compared OMol25 structures with the same formula, charge and spin in eV: 0.837
Spin multiplicity: 1
Structure (SMILES): C=C[C@@H](N)Cl
Gap between HOMO and LUMO in eV: 10.71
Charge: 0

# 4
The following is a DFT calculation (ωB97M-V/def2-TZVPD) of a cluster of 2 separate species, C3H6ClN2S in total at a distorted geometry.

The geometry in XYZ format:
```
13
Properties=species:S:1:pos:R:3:forces:R:3
C 0.513 0.175 0.041 -1.2 -2.9 -1.4
C 4.460 -0.165 0.146 -0.3 -0.3 -0.7
C -0.796 -0.676 0.174 2.0 2.8 3.2
N 0.385 1.295 -0.712 -1.1 0.0 1.0
N 1.681 -0.305 0.238 0.8 0.7 0.5
S 4.529 -1.619 -0.275 0.1 1.6 0.7
Cl 4.504 1.426 0.407 0.0 -1.4 0.0
H -1.467 -0.182 -0.438 -1.9 0.5 -1.1
H -1.112 -0.642 1.251 0.0 0.0 -1.0
H -0.640 -1.660 -0.083 0.4 -2.1 -0.8
H -0.497 1.786 -0.554 0.7 0.2 -0.3
H 1.232 1.786 -0.590 0.6 1.4 -0.4
H 1.637 -1.199 0.690 -0.2 -0.5 0.3
```
Positions in Å, forces in eV/Å.

Values from the calculation:
Energy above the lowest of the compared OMol25 structures with the same formula, charge and spin in eV: 2.806
Spin multiplicity: 1
Gap between HOMO and LUMO in eV: 6.87
Charge: +1

# 5
The following is a DFT calculation (ωB97M-V/def2-TZVPD) of a cluster of 2 separate species, C3H6ClNO in total at a distorted geometry.

The geometry in XYZ format:
```
12
Properties=species:S:1:pos:R:3:forces:R:3
C 0.212 1.360 -0.217 -2.0 -0.3 1.4
C 1.066 -0.906 -0.232 -1.3 1.4 0.8
C -0.413 0.280 0.606 2.7 -1.1 -2.1
N -1.597 -0.238 0.074 1.0 1.0 3.5
O -0.035 1.433 -1.393 0.3 0.8 -0.4
Cl -0.143 0.470 2.333 -0.7 -0.2 -0.4
H 0.756 2.035 0.436 0.9 0.6 -0.4
H 0.553 -1.846 -0.181 -0.6 -0.3 -0.3
H 2.092 -1.081 0.057 0.2 0.6 0.6
H 0.961 -0.270 -1.099 0.3 -1.4 -0.6
H -1.757 -1.113 0.500 -0.8 -1.2 -0.2
H -1.695 -0.124 -0.886 -0.1 0.1 -1.8
```
Positions in Å, forces in eV/Å.

Values from the calculation:
Energy above the lowest of the compared OMol25 structures with the same formula, charge and spin in eV: 3.106
Spin multiplicity: 1
Gap between HOMO and LUMO in eV: 9.43
Charge: 0

# 6
The following is a DFT calculation (ωB97M-V/def2-TZVPD) of a structure of composition C3H6ClNS at a distorted geometry.

The geometry in XYZ format:
```
12
Properties=species:S:1:pos:R:3:forces:R:3
C -0.400 -0.267 -0.031 -4.8 -0.6 -1.5
C 2.183 0.659 0.601 -3.1 -1.5 0.7
C -2.057 -0.359 -1.134 2.0 0.8 4.0
N -0.785 -0.483 1.127 1.5 0.7 2.8
S 1.081 -0.011 -0.780 1.9 1.1 -1.1
Cl -1.696 -1.160 -2.571 0.0 -0.2 -1.7
H 3.155 0.829 0.217 0.9 -0.2 -0.3
H 2.039 -0.181 1.341 1.1 1.2 -0.4
H 1.734 1.591 0.975 0.2 -0.4 -0.1
H -2.477 0.669 -1.072 0.8 -0.5 -1.1
H -2.781 -0.934 -0.524 1.0 -0.1 -0.1
H 0.004 -0.353 1.849 -1.3 -0.5 -1.2
```
Positions in Å, forces in eV/Å.

Values from the calculation:
Energy above the lowest of the compared OMol25 structures with the same formula, charge and spin in eV: 2.773
Spin multiplicity: 1
Gap between HOMO and LUMO in eV: 9.58
Charge: 0

# 7
The following is a DFT calculation (ωB97M-V/def2-TZVPD) of a structure of composition C3H6ClNS at a distorted geometry.

The geometry in XYZ format:
```
12
Properties=species:S:1:pos:R:3:forces:R:3
C -0.968 -0.555 -0.504 -0.3 -1.2 0.8
C -1.193 1.398 -1.934 0.4 -1.0 -3.2
C 1.783 -1.159 -0.579 -2.1 -0.2 0.3
N -1.663 0.411 -0.988 -1.6 3.0 -0.1
S -1.307 -1.791 0.449 -1.1 0.4 0.1
Cl 1.261 -2.500 0.335 1.5 -0.7 0.0
H -0.998 2.424 -1.631 -0.8 0.0 0.6
H -0.225 1.130 -2.399 -0.5 -0.4 0.4
H -1.961 1.270 -2.786 1.2 1.1 1.0
H 1.256 -0.336 -0.057 1.1 0.4 -0.7
H 1.493 -1.346 -1.626 0.6 0.4 0.3
H -2.652 0.761 -0.773 1.5 -1.8 0.5
```
Positions in Å, forces in eV/Å.

Values from the calculation:
Energy above the lowest of the compared OMol25 structures with the same formula, charge and spin in eV: 5.176
Spin multiplicity: 1
Gap between HOMO and LUMO (spin up / spin down) in eV: 7.85 / 7.30
Charge: 0

# 8
The following is a DFT calculation (ωB97M-V/def2-TZVPD) of the ion C3H6ClO3S with charge -1.

The geometry in XYZ format:
```
14
Properties=species:S:1:pos:R:3:forces:R:3
C 1.408 -0.925 -0.086 0.1 -0.1 0.0
C 0.816 0.454 -0.373 -0.1 -0.1 0.1
Cl 2.097 1.747 -0.135 0.0 0.0 0.0
C -0.384 0.796 0.489 0.2 -0.1 0.1
S -1.867 -0.142 -0.028 0.0 -0.1 0.1
O -2.911 0.862 -0.166 0.0 0.0 0.0
O -1.476 -0.769 -1.290 0.0 0.0 0.0
O -2.078 -1.090 1.062 0.0 0.0 -0.1
H 1.200 -1.606 -0.908 -0.1 0.0 0.0
H 0.960 -1.357 0.809 0.0 0.0 0.0
H 2.485 -0.871 0.063 0.0 0.0 -0.1
H 0.542 0.534 -1.418 0.0 0.1 -0.1
H -0.598 1.860 0.457 -0.1 0.0 -0.2
H -0.195 0.508 1.523 0.0 0.1 0.0
```
Positions in Å, forces in eV/Å.

Values from the calculation:
Energy above the lowest of the compared OMol25 structures with the same formula, charge and spin in eV: 0.000
Spin multiplicity: 1
Structure (SMILES): C[C@H](Cl)CS(=O)(=O)[O-]
Gap between HOMO and LUMO in eV: 8.45
Charge: -1

# 9
The following is a DFT calculation (ωB97M-V/def2-TZVPD) of a structure of composition C3H6CuO4S at a distorted geometry.

The geometry in XYZ format:
```
15
Properties=species:S:1:pos:R:3:forces:R:3
C -1.467 -0.540 1.430 -0.5 -0.2 -0.1
C -0.334 -0.384 0.255 -2.6 -2.2 0.2
C -0.210 1.010 -0.599 -0.9 -0.7 -0.6
O 1.244 1.193 -0.921 0.5 -2.6 2.5
S 2.080 -0.062 -0.121 1.6 -3.0 1.9
O 3.302 0.415 0.706 -3.1 -1.0 -2.7
O 2.605 -1.280 -0.940 -1.3 4.5 1.9
O 0.919 -0.734 0.940 2.4 3.7 -3.5
H -1.938 0.496 1.787 1.2 -2.4 -0.8
H -2.305 -1.274 1.004 1.8 1.8 1.1
H -0.944 -1.099 2.345 -1.2 1.4 -2.0
H -0.482 -1.321 -0.464 0.2 2.3 1.1
H -0.631 0.784 -1.689 0.3 0.2 1.8
H -0.800 1.963 -0.217 1.9 -1.8 -0.4
Cu -1.039 0.834 -3.515 -0.2 0.1 -0.4
```
Positions in Å, forces in eV/Å.

Values from the calculation:
Spin multiplicity: 2
Gap between HOMO and LUMO (spin up / spin down) in eV: 9.13 / 6.50
Charge: +2
Expectation value of S²: 0.770

# 10
The following is a DFT calculation (ωB97M-V/def2-TZVPD) of a structure of composition C3H6F2 at a distorted geometry.

The geometry in XYZ format:
```
11
Properties=species:S:1:pos:R:3:forces:R:3
C -1.132 -0.513 0.334 -5.0 4.8 4.6
C -0.130 0.408 -0.194 -1.4 2.7 -0.8
C 1.321 0.138 0.078 1.1 5.0 -2.9
H -0.608 -1.305 0.206 1.8 -6.7 -0.5
H -1.430 -0.325 1.516 0.9 -0.6 -3.0
H -0.243 0.289 -1.239 -0.1 -0.4 -1.4
H -0.438 1.465 -0.116 0.6 -0.2 0.6
H 1.712 0.655 1.085 -0.3 -2.0 -2.2
H 1.764 0.819 -1.085 -0.4 -1.5 4.1
F -2.418 -0.499 -0.345 2.3 0.0 0.5
F 1.603 -1.132 -0.241 0.6 -1.2 1.0
```
Positions in Å, forces in eV/Å.

Values from the calculation:
Energy above the lowest of the compared OMol25 structures with the same formula, charge and spin in eV: 3.359
Spin multiplicity: 1
Gap between HOMO and LUMO in eV: 11.75
Charge: 0

Number 1: molecular weight 128.6 g/mol. Number 2: molecular weight 220.4 g/mol. Number 3: molecular weight 91.5 g/mol. Number 4: molecular weight 137.6 g/mol. Number 5: molecular weight 107.5 g/mol. Number 6: molecular weight 123.6 g/mol. Number 7: molecular weight 123.6 g/mol. Number 8: molecular weight 157.6 g/mol. Number 9: molecular weight 201.7 g/mol. Number 10: molecular weight 80.1 g/mol.